# 1
11
Properties=species:S:1:pos:R:3:nbo_charge:R:1 method="wB97M-V/def2-TZVPD" gap_ev=9.97 relative_energy_kcal_mol=69.15 smiles="C#CC(=O)C#CC"
C -1.21 0.24 -0.29 0.14
C 1.20 0.71 0.61 0.45
H -3.18 -0.28 0.10 0.25
H -2.90 0.49 -1.48 0.25
C -2.50 -0.22 -0.75 -0.70
O 1.71 1.72 1.06 -0.47
H -2.40 -1.20 -1.21 0.24
C 3.17 -0.80 0.58 -0.09
H 4.22 -0.76 0.72 0.24
C -0.13 0.61 0.11 -0.15
C 2.00 -0.50 0.55 -0.15

=====

# 2
9
Properties=species:S:1:pos:R:3:nbo_charge:R:1 method="wB97M-V/def2-TZVPD" gap_ev=10.78 relative_energy_kcal_mol=21.97 smiles="C=[N+]=CN" total_charge=+1
C -1.94 -0.31 -0.04 0.09
C 0.54 0.29 0.06 0.39
H -2.84 -0.46 0.49 0.24
N 1.75 -0.27 -0.11 -0.69
N -0.82 0.10 0.35 -0.37
H 1.91 -1.30 0.15 0.45
H 0.47 1.37 -0.08 0.23
H -1.92 -0.48 -1.15 0.20
H 2.55 0.30 -0.27 0.45